{
  "formula": "C4H24F12O24S4Zn",
  "method": "the ωB97M-V functional and the def2-TZVPD basis",
  "species": ["Zn", "S", "S", "S", "S", "F", "F", "F", "F", "F", "F", "F", "F", "F", "F", "F", "F", "O", "O", "O", "O", "O", "O", "O", "O", "O", "O", "O", "O", "O", "O", "O", "O", "O", "O", "O", "O", "O", "O", "O", "O", "C", "C", "C", "C", "H", "H", "H", "H", "H", "H", "H", "H", "H", "H", "H", "H", "H", "H", "H", "H", "H", "H", "H", "H", "H", "H", "H", "H"],
  "xyz": [[-13.572, 6.879, -1.063], [-13.885, 9.978, 0.249], [-21.172, 11.601, 2.228], [-14.660, 5.242, 1.768], [-15.139, 14.992, 4.643], [-16.138, 10.759, 1.387], [-17.125, 4.567, 2.816], [-15.849, 11.496, -0.621], [-13.713, 13.836, 2.756], [-15.537, 14.799, 2.024], [-18.520, 11.752, 1.759], [-19.631, 10.525, 0.362], [-19.170, 9.775, 2.384], [-17.131, 5.080, 0.612], [-15.675, 12.843, 3.103], [-16.423, 9.410, -0.346], [-16.930, 6.548, 2.177], [-10.864, 10.042, 2.667], [-15.367, 12.348, -3.291], [-16.567, 15.385, 4.769], [-14.181, 5.885, 2.954], [-14.399, 3.790, 1.699], [-22.206, 10.649, 1.839], [-20.983, 11.767, 3.682], [-18.059, 11.369, -2.259], [-11.956, 10.264, -2.663], [-14.244, 16.128, 4.510], [-13.715, 8.667, -0.393], [-9.821, 10.895, -0.520], [-14.192, 5.946, 0.548], [-17.215, 9.765, 4.282], [-11.633, 6.873, -0.309], [-13.099, 7.796, -2.836], [-14.588, 9.047, 3.932], [-21.273, 12.919, 1.594], [-13.059, 11.018, -0.381], [-15.550, 6.810, -1.614], [-13.555, 9.919, 1.666], [-12.746, 13.003, -2.938], [-11.735, 13.132, 0.308], [-14.780, 13.982, 5.626], [-15.722, 10.413, 0.185], [-19.529, 10.879, 1.670], [-15.071, 14.020, 2.969], [-16.596, 5.311, 1.836], [-12.577, 10.568, -1.987], [-14.103, 8.223, 3.966], [-14.309, 9.462, 3.107], [-11.427, 11.039, -2.868], [-11.778, 9.860, 2.423], [-11.245, 6.242, 0.304], [-16.282, 9.496, 4.265], [-18.456, 10.525, -2.035], [-13.444, 7.603, -3.711], [-13.627, 12.680, -3.170], [-12.454, 8.509, -2.976], [-12.424, 13.801, 0.282], [-15.251, 11.538, -3.793], [-10.719, 11.220, -0.412], [-10.929, 7.506, -0.490], [-17.321, 10.309, 3.500], [-16.339, 7.359, -1.587], [-12.211, 12.291, 0.206], [-12.819, 13.268, -2.018], [-15.794, 6.059, -2.164], [-16.248, 12.264, -2.903], [-17.891, 11.788, -1.409], [-10.803, 11.001, 2.668], [-9.530, 11.267, -1.355]],
  "total_energy_ha": -6543.2288,
  "multiplicity": 1,
  "orbital_gap_ha": 0.1622,
  "charge": -2
}

***

{
  "formula": "C37H69Br3F6O14P2",
  "method": "the ωB97M-V functional and the def2-TZVPD basis",
  "species": ["Br", "Br", "Br", "P", "P", "F", "F", "F", "F", "F", "F", "O", "O", "O", "O", "O", "O", "O", "O", "O", "O", "O", "O", "O", "O", "C", "C", "C", "C", "C", "C", "C", "C", "C", "C", "C", "C", "C", "C", "C", "C", "C", "C", "C", "C", "C", "C", "C", "C", "C", "C", "C", "C", "C", "C", "C", "C", "C", "C", "C", "C", "C", "H", "H", "H", "H", "H", "H", "H", "H", "H", "H", "H", "H", "H", "H", "H", "H", "H", "H", "H", "H", "H", "H", "H", "H", "H", "H", "H", "H", "H", "H", "H", "H", "H", "H", "H", "H", "H", "H", "H", "H", "H", "H", "H", "H", "H", "H", "H", "H", "H", "H", "H", "H", "H", "H", "H", "H", "H", "H", "H", "H", "H", "H", "H", "H", "H", "H", "H", "H", "H"],
  "xyz": [[2.041, 2.629, -1.307], [-3.889, -1.060, -2.502], [-0.806, 1.529, -2.700], [-4.376, 0.727, -1.145], [1.321, -1.307, 2.425], [-5.716, -1.620, 0.013], [-4.752, -3.754, -0.884], [1.509, 2.924, 1.661], [-3.517, -4.184, 0.984], [-5.271, -2.614, 1.916], [-2.909, -2.399, 3.053], [4.901, 1.097, -3.491], [5.126, -3.237, 6.139], [-4.682, -1.481, -8.761], [0.636, -2.340, 6.675], [1.397, 1.792, 7.519], [0.733, 6.269, -3.923], [-0.384, 2.377, 3.817], [2.491, -2.468, 2.818], [2.192, -0.054, 1.692], [-3.198, -2.862, -5.630], [-3.799, 2.028, -2.011], [1.396, -1.307, -3.363], [-2.845, 3.534, 0.119], [0.355, -1.970, 1.501], [4.251, 1.395, -5.797], [-1.678, 4.415, -2.559], [1.498, 6.660, -2.787], [-0.459, 3.444, -2.350], [0.470, 2.776, 7.063], [0.614, -0.602, 3.979], [-5.376, -0.265, -9.026], [5.346, 0.972, -4.836], [3.271, -2.717, 0.403], [-1.779, -0.295, 2.897], [0.915, -2.152, -4.405], [-4.929, -4.541, -5.739], [0.283, 3.551, -0.961], [-4.658, -2.027, 0.796], [2.725, -3.379, 1.721], [-3.619, -0.932, 1.162], [3.394, 0.160, 2.484], [-3.397, 0.353, 0.409], [-0.082, -3.360, 7.366], [1.307, -1.598, -5.761], [-1.284, -2.771, 8.077], [0.179, 2.695, 1.437], [2.854, 7.178, -3.223], [1.170, 4.103, 6.848], [-0.944, -0.700, 4.144], [-1.599, 0.967, 2.203], [-0.468, 2.975, 0.272], [3.966, -3.701, 6.823], [-2.795, -1.217, 2.351], [-3.858, -3.226, 0.057], [-2.030, 2.684, 0.360], [3.364, -4.885, 6.091], [-0.561, 2.052, 2.675], [4.090, 1.550, 2.158], [-5.673, 0.467, -7.731], [-4.378, -3.341, -4.993], [-2.384, 1.268, 0.964], [1.075, -1.190, 4.850], [3.641, 2.378, 2.760], [-1.235, 0.015, 4.973], [2.476, -5.255, 6.609], [0.312, 3.743, -3.116], [-1.949, -2.280, 7.363], [-3.431, -2.612, -6.533], [3.360, 0.776, -5.663], [3.403, 6.409, -3.772], [3.954, 2.429, -5.606], [-5.248, -2.021, -8.197], [5.641, -0.067, -5.015], [3.086, -4.607, 5.071], [1.606, 5.798, -2.120], [-1.919, 5.048, -1.657], [4.091, -5.697, 6.015], [0.470, 4.862, 6.493], [0.594, -3.844, 8.079], [1.348, -3.143, -4.257], [3.579, -3.460, -0.384], [1.626, 4.455, 7.778], [0.921, -1.690, 7.331], [1.004, -0.435, -3.492], [2.543, -2.001, -0.077], [2.393, -1.509, -5.839], [-5.114, -2.531, -4.959], [4.128, 0.527, -3.386], [-0.972, -2.011, 8.799], [-4.747, 0.686, -7.195], [4.585, 1.309, -6.833], [6.226, 1.605, -4.957], [0.943, 7.437, -2.258], [-1.844, -3.546, 8.605], [-5.170, -4.278, -6.773], [1.024, 0.443, 4.105], [-6.287, -0.151, -7.070], [3.206, 0.161, 3.594], [-1.402, 5.161, -3.363], [-0.333, 2.873, 7.802], [-6.200, 1.404, -7.923], [0.893, -0.595, -5.903], [4.215, -2.146, 0.660], [1.844, -4.050, 1.497], [-1.191, -1.721, 4.541], [-3.656, 1.735, -2.935], [-2.566, 3.862, -2.951], [1.975, 3.997, 6.118], [-4.187, -5.341, -5.778], [-4.119, -3.615, -3.969], [1.773, 2.108, 8.349], [4.263, -3.986, 7.834], [0.948, -2.243, -6.566], [3.535, -4.086, 2.077], [3.450, 7.488, -2.362], [4.148, 1.754, 1.058], [5.156, 1.437, 2.519], [-0.173, -2.234, -4.317], [0.575, 4.633, -0.828], [2.739, 8.030, -3.896], [3.246, -2.880, 6.892], [-2.971, -2.764, -0.449], [4.179, -0.625, 2.301], [-5.831, -4.922, -5.255], [4.854, -2.979, 5.250], [-4.746, 0.345, -9.674], [1.225, 5.577, -4.381], [-6.301, -0.497, -9.563], [0.034, 2.419, 6.128], [-0.398, -4.102, 6.632]],
  "total_energy_ha": -11508.4248,
  "multiplicity": 1,
  "e_above_lowest_kcal_mol": 0.0,
  "orbital_gap_ha": 0.2770
}